86
Properties=species:S:1:pos:R:3:mulliken_charge:R:1 method="wB97M-V/def2-TZVPD" charge=+1 lumo_ev=-3.644 orbital_gap_ev=5.944 spin_multiplicity=1 energy_ev=-66237.200
N 4.49 0.00 -1.70 -0.548
C 4.36 1.52 -1.85 0.225
O 5.33 2.29 -2.39 -0.495
C 2.92 2.17 -1.36 -0.365
C 1.91 2.11 -2.65 -0.593
N 0.59 1.42 -2.40 0.299
C -0.50 1.63 -1.37 0.026
C -0.23 2.83 -0.26 -0.207
O -1.50 3.39 0.24 -0.208
O -1.41 3.26 1.56 -0.307
N -1.73 0.70 -1.50 -0.079
C -1.44 -0.17 -2.73 -0.010
N -2.39 -1.21 -3.28 -0.463
C 0.04 0.29 -3.29 0.151
O 0.78 -0.28 -4.46 -0.490
H 3.63 -0.31 -1.16 0.312
H 4.32 -0.37 -2.67 0.287
H 2.50 1.70 -0.37 0.321
H 3.16 3.32 -1.14 0.320
H 1.75 3.22 -3.03 0.252
H 2.46 1.49 -3.50 0.411
H 0.41 3.65 -0.83 0.164
H 0.44 2.36 0.61 0.374
H -0.63 3.82 1.90 0.335
H -2.60 0.69 -0.90 0.292
H -2.98 -1.64 -2.53 0.296
H -1.92 -1.93 -3.87 0.204
H 1.36 -1.04 -4.12 0.371
O -1.23 -5.13 -3.31 -0.824
P -1.67 -6.49 -3.89 0.838
N -0.06 -6.86 -4.31 0.138
C 0.49 -7.46 -5.52 -0.837
C 0.81 -7.20 -3.18 -1.027
N -2.50 -5.71 -5.20 0.080
C -1.84 -5.41 -6.47 -1.153
C -3.24 -4.50 -4.81 -0.822
N -2.19 -8.06 -4.56 0.008
C -1.88 -9.23 -3.74 -1.048
C -2.66 -8.42 -5.88 -0.830
H 0.33 -8.54 -5.57 0.232
H 1.57 -7.29 -5.58 0.402
H 0.11 -7.00 -6.43 0.178
H 0.60 -8.20 -2.81 0.315
H 0.65 -6.50 -2.34 0.267
H 1.87 -7.12 -3.42 0.370
H -0.94 -4.81 -6.32 0.297
H -2.51 -4.84 -7.14 0.407
H -1.61 -6.30 -7.04 0.343
H -2.57 -3.63 -4.73 0.049
H -3.75 -4.64 -3.85 0.382
H -4.01 -4.26 -5.56 0.430
H -0.94 -9.69 -4.03 0.303
H -2.67 -10.00 -3.81 0.394
H -1.82 -8.96 -2.68 0.320
H -1.85 -8.46 -6.61 0.277
H -3.44 -7.74 -6.24 0.286
H -3.14 -9.40 -5.88 0.344
O -0.07 4.55 4.58 -0.795
P 0.86 5.11 5.69 0.748
N -0.28 4.66 6.89 0.178
C -0.75 5.37 8.06 -0.826
C -0.35 3.21 7.14 -1.008
N 0.58 6.73 5.15 0.155
C -0.51 7.56 5.67 -1.134
C 0.57 6.89 3.68 -1.029
N 1.92 5.75 6.96 -0.020
C 2.64 4.76 7.75 -1.047
C 2.04 7.08 7.51 -0.841
H -0.02 5.37 8.87 0.234
H -1.67 4.93 8.45 0.389
H -1.03 6.40 7.85 0.179
H 0.51 2.87 7.73 0.305
H -0.35 2.65 6.20 0.228
H -1.27 2.93 7.66 0.385
H -1.47 7.07 5.55 0.321
H -0.56 8.53 5.14 0.393
H -0.35 7.84 6.70 0.303
H -0.40 6.61 3.26 0.317
H 1.35 6.29 3.22 0.322
H 0.76 7.94 3.40 0.325
H 2.10 4.50 8.67 0.303
H 3.64 5.11 8.03 0.397
H 2.79 3.84 7.17 0.312
H 1.22 7.32 8.19 0.281
H 2.11 7.85 6.73 0.290
H 2.96 7.21 8.09 0.340